# C51H69N15O6

A cluster of 16 separate species, C51H69N15O6 in total at a distorted geometry (the ωB97M-V functional and the def2-TZVPD basis, the Open Molecules 2025 dataset).

Net charge: 0
Orbital gap, eV: 6.1
Highest occupied orbital energy, hartree: -0.2911

Structure (XYZ):
```
141
C51H69N15O6, DFT the ωB97M-V functional and the def2-TZVPD basis
C 6.48392 -5.30233 2.74513
O 6.30616 -6.10057 1.48761
C 4.92256 -6.61245 1.39601
C 4.24567 -6.21426 -0.07871
C 2.61325 -6.10467 0.01786
C 1.99885 -4.69309 -0.62651
C 1.13412 -3.99364 0.58366
C 1.53471 -2.74214 1.32364
C 2.93516 -2.03324 0.85473
C 3.20290 -0.53749 1.46794
C 3.67481 0.47807 0.22585
C 5.22163 0.67311 -0.27926
C 5.58481 1.75052 -1.49813
C 4.32457 2.61118 -2.16118
C 2.76299 2.42278 -1.67881
C 2.46813 1.34492 -0.47896
C 0.53966 -2.25754 2.53121
O 0.92069 -1.51639 3.60738
C -1.07196 -2.70495 2.55312
C -2.23650 -1.88314 3.37670
C -3.54649 -1.46735 2.48319
O -4.72996 -1.33694 3.13708
O -3.58165 -1.26932 1.02487
C -1.45951 -3.94121 1.81594
O -2.82480 -4.51909 1.75488
C -0.28317 -4.74839 1.00071
O -0.54096 -6.02553 0.65827
H 5.86455 -5.76600 3.63190
H 7.62370 -5.30634 3.01313
H 6.09036 -4.21601 2.51612
H 4.21495 -6.16932 2.23101
H 5.00127 -7.79694 1.51482
H 4.54175 -7.10370 -0.79672
H 4.72013 -5.24259 -0.52537
H 2.15581 -6.97755 -0.63146
H 2.23101 -6.28753 1.13430
H 1.22315 -5.00310 -1.47428
H 2.81715 -4.01027 -1.10898
H 3.83999 -2.76885 1.03711
H 2.85901 -1.90135 -0.32944
H 4.12360 -0.63304 2.22201
H 2.27017 -0.01996 1.94975
H 6.11109 0.07852 0.19431
H 6.69321 1.94800 -1.87525
H 4.54405 3.39281 -3.00544
H 1.87085 3.02066 -2.15911
H 1.36072 1.20458 -0.09112
H -2.63447 -2.62890 4.21959
H -1.76599 -0.97058 3.98297
H -4.12915 -2.04508 0.64789
H -3.00404 -5.10269 2.57053
C -4.55600 2.11160 2.44566
C -3.90823 3.34373 1.83516
N -3.37084 4.36583 1.32875
H -5.03321 2.37266 3.39417
H -5.31244 1.71202 1.76455
H -3.79903 1.34373 2.62725
C 0.57422 2.00387 -5.46187
C 2.04520 1.96616 -5.08072
N 3.26544 1.93490 -4.76457
H 0.36454 1.23904 -6.21462
H -0.04423 1.81469 -4.58011
H 0.32021 2.98550 -5.87111
C 0.24613 2.51477 -9.75848
C 0.93799 1.38152 -9.01853
N 1.51195 0.44146 -8.40469
H 0.85188 2.82593 -10.61393
H -0.73240 2.18330 -10.11679
H 0.10982 3.36860 -9.08916
C 8.79037 -8.71783 0.00319
C 7.34962 -9.13480 -0.24349
N 6.15446 -9.48070 -0.44816
H 8.93165 -7.67395 -0.28991
H 9.03323 -8.82589 1.06391
H 9.46604 -9.34689 -0.58277
C -6.32578 -5.20217 4.05609
C -4.85480 -5.23988 4.43724
N -3.63456 -5.27113 4.75339
H -6.53546 -5.96700 3.30334
H -6.94423 -5.39135 4.93785
H -6.57979 -4.22054 3.64685
C -6.54868 6.07243 0.60873
C -7.39561 6.11180 -0.65287
N -8.09820 6.14443 -1.69941
H -5.75109 5.33256 0.49925
H -6.10160 7.05410 0.78828
H -7.17022 5.80184 1.46668
C -2.69991 8.29115 2.02626
C -4.12770 8.80417 1.93320
N -5.31212 9.22979 1.85600
H -2.28134 8.52984 3.00778
H -2.68365 7.20675 1.88633
H -2.08445 8.75928 1.25317
C 0.48846 -6.20698 4.04785
C 1.95944 -6.24469 4.42900
N 3.17969 -6.27595 4.74515
H 0.27878 -6.97181 3.29510
H -0.12999 -6.39616 4.92961
H 0.23445 -5.22535 3.63861
C 0.18961 1.47050 6.25532
C -0.92161 1.65350 5.23446
N -1.84340 1.80528 4.38758
H 1.09637 1.97739 5.91411
H -0.11432 1.89332 7.21689
H 0.40419 0.40633 6.38605
C -3.64828 7.55683 -2.05361
C -2.35858 8.08203 -1.44425
N -1.28872 8.51773 -0.93879
H -3.42064 6.84010 -2.84736
H -4.24774 7.05962 -1.28601
H -4.22522 8.38428 -2.47557
C 6.12108 0.08819 5.64980
C 6.06580 -0.10388 4.14297
N 6.01991 -0.26323 2.89300
H 6.77274 -0.66675 6.09808
H 6.51290 1.08169 5.88475
H 5.11840 -0.00894 6.07501
C -9.66168 3.26324 -3.37014
C -9.19327 1.82019 -3.27696
N -8.80472 0.62312 -3.19970
H -10.59688 3.38794 -2.81750
H -8.90533 3.92878 -2.94498
H -9.82728 3.53460 -4.41634
C -7.96036 -0.97691 1.02386
C -7.49195 -2.41995 1.11704
N -7.10341 -3.61703 1.19430
H -8.89556 -0.85221 1.57649
H -7.20402 -0.31136 1.44902
H -8.12597 -0.70555 -0.02234
C 2.90592 6.18594 -4.16684
C 1.46518 5.76897 -4.41353
N 0.27002 5.42307 -4.61820
H 3.04721 7.22982 -4.45994
H 3.14879 6.07788 -3.10613
H 3.58160 5.55688 -4.75280
C 3.59867 5.30000 -7.74595
C 2.75174 5.33937 -9.00755
N 2.04916 5.37200 -10.05409
H 4.39627 4.56013 -7.85543
H 4.04575 6.28166 -7.56640
H 2.97714 5.02941 -6.88801
```


# C3H8NO

A cluster of 2 separate species, C3H8NO in total at a distorted geometry (the ωB97M-V functional and the def2-TZVPD basis, the Open Molecules 2025 dataset).

Net charge: +1
Orbital gap, eV: 7.4
Highest occupied orbital energy, hartree: -0.4876
Energy relative to the best compared isomer or geometry (same formula, charge and spin), eV: 2.252

Structure (XYZ):
```
13
C3H8NO, DFT the ωB97M-V functional and the def2-TZVPD basis
C 0.57623 -1.72345 -1.37521
N 1.33044 -1.45625 -0.35158
H -0.55487 -1.43193 -1.37884
H 1.05445 -2.04514 -2.31731
H 2.36643 -1.56966 -0.33757
H 0.97960 -1.03918 0.48094
C -1.67928 1.04627 0.52665
C -0.62933 1.89270 0.69506
O 0.63175 1.32189 0.87627
H -2.69511 1.28185 0.25280
H -1.44702 -0.06073 0.37117
H -0.60747 2.94638 0.74110
H 0.67417 0.83726 1.81652
```


# C3H5FN2S

The molecule C3H5FN2S at a distorted geometry (the ωB97M-V functional and the def2-TZVPD basis, the Open Molecules 2025 dataset).

Net charge: 0
Orbital gap, eV: 9.0
Highest occupied orbital energy, hartree: -0.3220
SMILES: FC/C=N\NC=S
Energy relative to the best compared isomer or geometry (same formula, charge and spin), eV: 1.602

Structure (XYZ):
```
12
C3H5FN2S, DFT the ωB97M-V functional and the def2-TZVPD basis
F -2.34585 -0.97452 1.39338
C -1.39454 -0.29239 0.55873
C -0.15125 -1.14158 0.63932
N 1.04602 -0.77970 0.86581
N 1.28806 0.57328 0.70788
C 1.11586 1.21629 -0.47316
S 0.47720 0.62645 -1.86908
H -1.29136 0.73126 0.87926
H -1.79962 -0.33887 -0.44556
H -0.47933 -2.16719 0.65194
H 1.96906 0.96488 1.36276
H 1.31980 2.30842 -0.44864
```